Entry 1:
C6H12N2 | ωB97M-V/def2-TZVPD

Calculated values
highest occupied orbital energy	-8.66	eV

Atoms and positions in Å:
C (1.89, -1.12, 1.67)
C (1.34, -1.33, 0.29)
C (0.29, -2.01, -0.25)
N (0.29, -1.70, -1.58)
C (1.34, -0.86, -1.80)
N (1.96, -0.60, -0.70)
H (1.49, -1.73, 2.47)
H (1.71, -0.06, 1.84)
H (2.97, -1.21, 1.66)
H (-0.30, -2.82, 0.12)
H (-0.41, -1.85, -2.29)
H (1.48, -0.53, -2.82)
C (-2.17, 1.32, 0.24)
C (-1.38, 2.62, 0.07)
H (-2.53, 0.98, -0.73)
H (-1.59, 0.51, 0.68)
H (-3.00, 1.51, 0.93)
H (-1.76, 3.20, -0.76)
H (-0.30, 2.46, -0.01)
H (-1.33, 3.23, 0.98)

The net atomic charges from natural (NBO), expressed in e, are:
1 C -0.6346
2 C 0.0972
3 C -0.1280
4 N -0.5281
5 C 0.1773
6 N -0.4709
7 H 0.2155
8 H 0.2261
9 H 0.2272
10 H 0.2163
11 H 0.4131
12 H 0.1900
13 C -0.6128
14 C -0.6186
15 H 0.1996
16 H 0.2091
17 H 0.2031
18 H 0.2042
19 H 0.2110
20 H 0.2035

=====

Entry 2:
C6H12N2 | ωB97M-V/def2-TZVPD

Calculated values
highest occupied orbital energy	-6.65	eV

Atoms and positions in Å:
C (1.07, 0.67, -1.45)
C (0.65, 0.12, -0.10)
N (1.31, 0.76, 1.02)
C (0.61, -1.40, 0.04)
C (-0.72, -1.27, 0.74)
C (-1.53, 0.24, 1.40)
C (-0.98, 0.11, 0.09)
N (-1.88, 0.19, -1.03)
H (0.60, 0.14, -2.28)
H (0.81, 1.73, -1.54)
H (2.15, 0.58, -1.56)
H (1.74, 0.16, 1.72)
H (2.05, 1.42, 0.80)
H (1.43, -1.83, 0.63)
H (0.56, -1.96, -0.91)
H (-0.56, -1.67, 1.73)
H (-0.95, 0.67, 2.20)
H (-2.61, 0.27, 1.53)
H (-1.47, -0.06, -1.92)
H (-2.28, 1.12, -1.11)

The net atomic charges from natural (NBO), expressed in e, are:
1 C -0.6213
2 C 0.1423
3 N -0.8556
4 C -0.4070
5 C -0.4781
6 C -0.2712
7 C 0.1116
8 N -0.8218
9 H 0.2093
10 H 0.2119
11 H 0.2175
12 H 0.3703
13 H 0.3713
14 H 0.1801
15 H 0.2037
16 H 0.2591
17 H 0.2223
18 H 0.2285
19 H 0.3643
20 H 0.3629

=====

Entry 3:
C6H12N2 | ωB97M-V/def2-TZVPD

Calculated values
highest occupied orbital energy (alpha / beta)	-8.07 / -7.42	eV

Atoms and positions in Å:
C (1.33, 2.42, 0.46)
C (1.05, 1.19, 0.02)
C (0.13, 0.18, 0.60)
C (-0.67, -0.58, -0.43)
C (-1.37, -1.78, 0.20)
C (-1.71, 0.42, -1.03)
N (1.52, 0.03, 0.80)
N (2.23, -0.89, 0.04)
H (1.39, 2.65, 1.52)
H (1.60, 3.20, -0.24)
H (-0.43, 0.49, 1.47)
H (-0.05, -0.93, -1.26)
H (-1.97, -2.31, -0.54)
H (-0.64, -2.48, 0.62)
H (-2.04, -1.47, 1.02)
H (-2.39, 0.79, -0.26)
H (-1.27, 1.27, -1.56)
H (-2.32, -0.12, -1.77)
H (2.54, -1.65, 0.65)
H (3.08, -0.45, -0.32)

The net atomic charges from natural (NBO), expressed in e, are:
1 C -0.3787
2 C 0.1250
3 C -0.0888
4 C -0.2434
5 C -0.6051
6 C -0.5995
7 N -0.3027
8 N -0.6815
9 H 0.1963
10 H 0.1970
11 H 0.2015
12 H 0.2278
13 H 0.2096
14 H 0.2100
15 H 0.1997
16 H 0.1983
17 H 0.2147
18 H 0.2052
19 H 0.3573
20 H 0.3572

=====

Entry 4:
C6H12N2 | ωB97M-V/def2-TZVPD

Calculated values
highest occupied orbital energy	-8.74	eV

Atoms and positions in Å:
C (-3.52, -2.65, 1.04)
C (-3.30, -1.85, 0.00)
C (-3.13, -0.40, 0.05)
C (-2.92, 0.28, -1.07)
C (-3.19, 0.27, 1.38)
H (-3.59, -2.28, 2.05)
H (-3.64, -3.71, 0.92)
H (-3.24, -2.28, -0.99)
H (-2.79, 1.35, -1.07)
H (-2.88, -0.20, -2.04)
H (-3.05, 1.35, 1.28)
H (-4.16, 0.10, 1.85)
H (-2.42, -0.12, 2.04)
H (5.30, 2.12, 0.77)
N (4.94, 1.31, 0.26)
C (5.58, 1.03, -0.78)
N (6.69, 1.63, -1.29)
H (5.24, 0.17, -1.36)
H (7.06, 1.39, -2.19)
H (7.03, 2.48, -0.86)

The net atomic charges from natural (NBO), expressed in e, are:
1 C -0.3836
2 C -0.2079
3 C -0.0285
4 C -0.3694
5 C -0.6417
6 H 0.1911
7 H 0.2000
8 H 0.2007
9 H 0.1937
10 H 0.1921
11 H 0.2175
12 H 0.2170
13 H 0.2191
14 H 0.3198
15 N -0.7078
16 C 0.2842
17 N -0.8306
18 H 0.1569
19 H 0.3926
20 H 0.3849

=====

Entry 5:
C6H12N2 | ωB97M-V/def2-TZVPD

Calculated values
highest occupied orbital energy	-10.09	eV

Atoms and positions in Å:
C (-1.47, -0.11, -1.10)
C (-0.90, -0.32, 0.28)
C (-0.75, -1.82, 0.61)
C (0.43, 0.43, 0.58)
C (0.38, 1.91, 0.49)
C (1.70, -0.16, -0.52)
N (2.84, 0.69, -0.69)
N (3.03, -0.26, 0.04)
H (-2.00, 0.80, -1.23)
H (-0.71, -0.25, -1.83)
H (-2.21, -0.82, -1.27)
H (-1.67, 0.16, 0.90)
H (-0.12, -2.31, -0.14)
H (-1.60, -2.32, 0.47)
H (-0.22, -2.14, 1.49)
H (0.83, 0.18, 1.63)
H (0.10, 2.41, -0.35)
H (-0.29, 2.41, 1.22)
H (1.33, 2.29, 0.76)
H (1.32, -0.78, -1.33)

The net atomic charges from natural (NBO), expressed in e, are:
1 C -0.6032
2 C -0.2253
3 C -0.6030
4 C -0.1933
5 C -0.6359
6 C -0.0677
7 N -0.0727
8 N -0.0612
9 H 0.2121
10 H 0.1963
11 H 0.2094
12 H 0.1997
13 H 0.1952
14 H 0.2038
15 H 0.2164
16 H 0.2116
17 H 0.2125
18 H 0.2088
19 H 0.2164
20 H 0.1801

=====

Entry 6:
C6H12N2 | ωB97M-V/def2-TZVPD

Calculated values
highest occupied orbital energy	-8.69	eV

Atoms and positions in Å:
C (0.31, -2.25, 0.04)
C (-0.57, -1.07, -0.15)
C (-0.94, -0.15, 0.78)
N (-1.86, 0.70, 0.18)
C (-1.92, 0.27, -1.12)
N (-1.24, -0.80, -1.35)
H (0.42, -2.53, 1.09)
H (1.24, -2.06, -0.48)
H (-0.20, -3.15, -0.33)
H (-0.67, -0.13, 1.82)
H (-2.14, 1.58, 0.56)
H (-2.53, 0.77, -1.86)
C (2.80, 1.26, -0.11)
C (2.09, 1.57, 1.25)
H (2.28, 1.81, -0.90)
H (3.81, 1.62, -0.02)
H (2.65, 0.21, -0.36)
H (2.46, 0.85, 1.98)
H (1.03, 1.38, 1.15)
H (2.39, 2.57, 1.53)

The net atomic charges from natural (NBO), expressed in e, are:
1 C -0.6399
2 C 0.0872
3 C -0.1240
4 N -0.5407
5 C 0.1814
6 N -0.4568
7 H 0.2179
8 H 0.2230
9 H 0.2286
10 H 0.2169
11 H 0.4162
12 H 0.1921
13 C -0.6014
14 C -0.6065
15 H 0.1990
16 H 0.2027
17 H 0.2025
18 H 0.1961
19 H 0.2046
20 H 0.2008

=====

Entry 7:
C6H12N2 | ωB97M-V/def2-TZVPD

Calculated values
highest occupied orbital energy	-8.62	eV

Atoms and positions in Å:
C (-1.10, 1.12, -1.71)
C (-1.18, 0.50, -0.35)
C (-1.02, 1.08, 0.87)
N (-1.08, 0.06, 1.78)
C (-1.30, -1.08, 1.09)
N (-1.36, -0.85, -0.19)
H (-0.54, 2.05, -1.69)
H (-2.10, 1.41, -2.01)
H (-0.72, 0.40, -2.42)
H (-0.74, 2.11, 1.08)
H (-1.06, 0.18, 2.78)
H (-1.42, -2.03, 1.57)
C (3.28, -0.40, -0.02)
C (2.20, -0.51, -1.12)
H (2.77, -0.18, 0.92)
H (3.91, -1.27, 0.11)
H (3.94, 0.44, -0.22)
H (1.96, -1.56, -1.29)
H (2.51, -0.12, -2.10)
H (1.28, -0.06, -0.76)

The net atomic charges from natural (NBO), expressed in e, are:
1 C -0.6386
2 C 0.0937
3 C -0.1292
4 N -0.5221
5 C 0.1672
6 N -0.4651
7 H 0.2154
8 H 0.2197
9 H 0.2337
10 H 0.2163
11 H 0.4161
12 H 0.1952
13 C -0.6100
14 C -0.6164
15 H 0.1996
16 H 0.2028
17 H 0.2000
18 H 0.2064
19 H 0.2019
20 H 0.2134

=====

Entry 8:
C6H12N2 | ωB97M-V/def2-TZVPD

Calculated values
highest occupied orbital energy (alpha / beta)	-6.36 / -6.36	eV

Atoms and positions in Å:
C (1.17, -0.47, -1.41)
C (1.26, -0.24, 0.04)
N (1.74, -1.22, 0.86)
N (0.29, 1.99, -0.14)
C (0.51, 0.80, 0.63)
H (1.23, -1.35, 1.72)
H (1.98, -2.09, 0.41)
H (0.83, 2.78, 0.22)
H (-0.68, 2.29, -0.10)
H (0.72, 0.97, 1.68)
H (0.12, -0.85, -1.57)
H (1.21, 0.46, -1.97)
H (1.94, -1.13, -1.80)
C (-1.92, 0.08, -0.75)
C (-1.10, -0.14, 0.79)
C (-1.29, -0.87, 1.76)
H (-1.45, 0.77, -1.45)
H (-2.12, -0.93, -1.12)
H (-2.83, 0.55, -0.41)
H (-1.59, -1.41, 2.62)

The net atomic charges from natural (NBO), expressed in e, are:
1 C -0.6817
2 C 0.2934
3 N -0.7778
4 N -0.8493
5 C -0.1357
6 H 0.4012
7 H 0.3780
8 H 0.3683
9 H 0.3612
10 H 0.1998
11 H 0.2441
12 H 0.2514
13 H 0.2185
14 C -0.6607
15 C -0.0460
16 C -0.4537
17 H 0.2151
18 H 0.2207
19 H 0.2215
20 H 0.2316

=====

Entry 9:
C6H12N2O | ωB97M-V/def2-TZVPD

Calculated values
highest occupied orbital energy	-7.30	eV

Atoms and positions in Å:
C (-0.28, -1.20, 0.06)
C (-1.26, -1.59, 1.17)
C (0.02, 1.82, -0.61)
C (1.22, 0.04, 0.40)
N (-0.19, 2.79, -1.55)
N (-0.76, -1.21, -1.30)
C (1.23, 1.15, -0.44)
C (1.96, -0.42, 1.40)
O (-1.03, 1.37, 0.02)
H (-0.67, 0.27, 0.29)
H (0.51, -1.96, 0.08)
H (-1.04, 3.33, -1.46)
H (0.61, 3.27, -1.93)
H (-1.58, -0.63, -1.42)
H (-0.91, -2.14, -1.67)
H (2.10, 1.39, -1.04)
H (-0.79, -1.48, 2.15)
H (-2.15, -0.95, 1.15)
H (-1.58, -2.63, 1.06)
H (1.84, -1.41, 1.82)
H (2.74, 0.20, 1.82)

The net atomic charges from natural (NBO), expressed in e, are:
1 C -0.2232
2 C -0.6345
3 C 0.5888
4 C 0.1172
5 N -0.8066
6 N -0.8442
7 C -0.5481
8 C -0.4917
9 O -0.7069
10 H 0.5114
11 H 0.2335
12 H 0.3958
13 H 0.3939
14 H 0.3636
15 H 0.3674
16 H 0.2261
17 H 0.2216
18 H 0.2066
19 H 0.2122
20 H 0.2015
21 H 0.2157

=====

Entry 10:
C6H12N2O | ωB97M-V/def2-TZVPD

Calculated values
highest occupied orbital energy	-8.92	eV

Atoms and positions in Å:
C (-0.30, 0.06, -1.83)
C (-0.87, -0.16, -0.63)
C (-2.31, -0.48, -0.40)
C (-0.05, 0.24, 0.58)
N (-0.66, 1.40, 1.21)
N (0.06, -0.78, 1.60)
C (1.34, 0.70, -0.05)
C (2.42, -0.35, -0.07)
O (1.59, 1.88, -0.18)
H (0.73, -0.07, -2.10)
H (-0.91, 0.02, -2.72)
H (-2.41, -1.50, -0.03)
H (-2.74, 0.18, 0.35)
H (-2.87, -0.39, -1.33)
H (-0.83, 2.14, 0.54)
H (0.01, 1.78, 1.88)
H (0.60, -1.62, 1.44)
H (-0.82, -1.18, 1.90)
H (2.07, -1.26, -0.56)
H (3.31, 0.02, -0.57)
H (2.65, -0.62, 0.97)

The net atomic charges from natural (NBO), expressed in e, are:
1 C -0.4177
2 C 0.0413
3 C -0.6629
4 C 0.1087
5 N -0.8226
6 N -0.8555
7 C 0.6207
8 C -0.7399
9 O -0.5529
10 H 0.2072
11 H 0.1953
12 H 0.2200
13 H 0.2376
14 H 0.2229
15 H 0.3741
16 H 0.3729
17 H 0.3695
18 H 0.3741
19 H 0.2224
20 H 0.2372
21 H 0.2476

=====

Entry 11:
C6H12N2O | ωB97M-V/def2-TZVPD

Calculated values
highest occupied orbital energy	-7.14	eV

Atoms and positions in Å:
C (2.42, 0.94, -0.34)
C (1.37, -0.13, -0.34)
C (-0.05, 0.45, -1.56)
N (1.74, -1.34, -0.57)
O (-0.08, 1.64, -1.82)
H (0.99, -2.02, -0.60)
H (-0.50, -0.32, -2.22)
H (3.27, 0.62, -0.94)
H (2.79, 1.07, 0.68)
H (2.07, 1.91, -0.71)
C (-1.48, -1.54, 0.63)
C (-1.17, -0.08, 0.49)
N (0.12, 0.30, 1.05)
C (-2.19, 0.83, 0.51)
H (0.17, 1.31, 1.12)
H (0.45, -0.23, 1.86)
H (-1.37, -1.86, 1.68)
H (-2.51, -1.76, 0.35)
H (-0.84, -2.17, 0.01)
H (-2.00, 1.90, 0.47)
H (-3.19, 0.50, 0.24)

The net atomic charges from natural (NBO), expressed in e, are:
1 C -0.6981
2 C 0.3373
3 C 0.3171
4 N -0.8122
5 O -0.5896
6 H 0.3260
7 H 0.1082
8 H 0.2499
9 H 0.2087
10 H 0.2359
11 C -0.6564
12 C 0.1677
13 N -0.7310
14 C -0.3731
15 H 0.4086
16 H 0.4102
17 H 0.2219
18 H 0.2304
19 H 0.2204
20 H 0.2086
21 H 0.2095

=====

In the order shown, the computed ΔE to the lowest compared entry with this formula, charge and spin values come out to 0.363, 5.516, 6.062, 1.421, 3.459, 0.298, 0.137, 4.999, 3.578, 1.612, 4.915 eV.
In the order shown, the computed M values come out to 112.2, 112.2, 112.2, 112.2, 112.2, 112.2, 112.2, 112.2, 128.2, 128.2, 128.2 g/mol.
In the order shown, the computed calculated total energy values come out to -9396.4869, -9391.3340, -9390.7880, -9395.4289, -9393.3907, -9396.5519, -9396.7125, -9391.8510, -11441.0927, -11443.0586, -11439.7558 eV.